(1)
This record from the Open Molecules 2025 dataset describes a 2-piece molecular cluster, C3H9NO3 overall at a distorted geometry. The level of theory is the ωB97M-V functional and the def2-TZVPD basis.

Atoms and positions in Å:
O -0.0169 -2.6286 -1.6807
N 0.4016 -2.3515 -0.5886
O -0.4116 -2.1484 0.3699
O -1.8255 -2.2384 0.1194
H -1.8536 -2.4709 -0.8355
C 0.4046 1.3730 1.4833
C -0.2792 1.1262 0.1431
C 0.7283 0.7357 -0.9348
H 1.2239 2.0738 1.3692
H -0.2957 1.7828 2.2024
H 0.8016 0.4440 1.8828
H -0.7997 2.0312 -0.1715
H -1.0268 0.3419 0.2619
H 1.4026 -0.0392 -0.5714
H 0.2266 0.3695 -1.8289
H 1.3198 1.5989 -1.2205

The LUMO energy comes out at 0.102 eV. The spin multiplicity is 1. The calculation puts the HOMO energy at -11.28 eV. For the relative energy (zero: lowest compared OMol25 entry of this formula, charge and spin), the calculation gives 148.4 kcal/mol. As for the structure (SMILES): O=NOO.CCC. The HOMO-LUMO gap comes out at 11.4 eV.

Here are the natural (NBO) charges for atoms 1 to 4, given in e: -0.367, 0.379, -0.060, -0.423



(2)
This record from the Open Molecules 2025 dataset describes C29H28F12IrN3O3S as an isolated structure. The level of theory is the ωB97M-V functional and the def2-TZVPD basis.

Atoms and positions in Å:
Ir 0.8013 1.5293 0.8562
C 0.3084 -3.5797 5.0773
C 0.1013 -2.7554 3.8385
C -1.1606 -2.4354 3.3565
C -1.2971 -1.6494 2.2318
C -0.1824 -1.1245 1.5585
N -0.3901 -0.2207 0.5282
C -1.2688 -0.4538 -0.4688
C -1.6116 -1.7993 -0.7718
C -2.6065 -2.1105 -1.6597
C -3.3097 -1.0955 -2.3093
C -4.4733 -1.4019 -3.2039
C -2.8886 0.2206 -2.1200
C -1.8708 0.5771 -1.2497
C -1.5240 2.0780 -1.1055
O -0.2750 2.4215 -0.7021
C -1.6920 2.8239 -2.4847
F -2.9736 3.1137 -2.8189
F -1.1795 2.0906 -3.4886
F -1.0435 3.9884 -2.4632
C -2.5748 2.6705 -0.1051
F -2.4249 2.0782 1.1011
F -2.3988 3.9859 0.0791
F -3.8574 2.4761 -0.4603
C 1.1050 -1.4471 2.0351
C 1.2092 -2.2732 3.1450
C 2.3881 -0.9854 1.3066
O 2.3296 0.1312 0.5242
C 3.5383 -0.7100 2.3404
F 3.0604 0.0200 3.3720
F 4.1153 -1.8137 2.8675
F 4.5191 -0.0048 1.7780
C 2.8113 -2.1746 0.3994
F 2.9133 -3.3474 1.0584
F 3.9892 -1.9534 -0.1962
F 1.8813 -2.3559 -0.5641
H -0.6127 -4.0660 5.3948
H 0.6613 -2.9453 5.8929
H 1.0690 -4.3419 4.9072
H -2.0453 -2.8057 3.8608
H -2.2814 -1.3920 1.8597
H -1.0575 -2.5875 -0.2796
H -2.8624 -3.1472 -1.8438
H -5.0151 -2.2767 -2.8457
H -4.1353 -1.6120 -4.2215
H -5.1607 -0.5582 -3.2435
H -3.4068 0.9840 -2.6795
H 2.1809 -2.5842 3.4980
C 3.5912 -2.4227 -3.9115
C 3.6244 -0.9224 -4.1589
S 2.6829 0.0345 -2.8974
O 2.8770 1.4478 -3.2970
C 0.9814 -0.3970 -3.4505
C 0.6914 0.0461 -4.8716
H 4.2365 -2.9379 -4.6244
H 2.5828 -2.8251 -4.0179
H 3.9495 -2.6523 -2.9104
H 3.2381 -0.6478 -5.1396
H 4.6345 -0.5243 -4.0634
H 0.3568 0.1483 -2.7430
H 0.8463 -1.4676 -3.2848
H 1.1362 1.0290 -5.0382
H -0.3841 0.1402 -5.0283
H 1.0805 -0.6589 -5.6057
N 1.0232 4.4720 2.0059
C 0.1038 3.8298 2.7670
C -0.7687 4.5367 3.6105
C -1.6710 3.8445 4.3778
C -1.6897 2.4490 4.3324
C -0.7992 1.8209 3.5024
N 0.0711 2.4807 2.7177
H 0.9311 5.4562 1.8318
H 1.5271 3.9277 1.3198
H -0.7271 5.6169 3.6341
H -2.3640 4.3796 5.0133
H -2.3956 1.8740 4.9127
H -0.7683 0.7411 3.4351

The LUMO energy (spin up / spin down) comes out at 0.270 / -2.125 eV. The spin multiplicity is 5. The calculation puts the HOMO energy (spin up / spin down) at -7.64 / -8.14 eV. For the relative energy (zero: lowest compared OMol25 entry of this formula, charge and spin), the calculation gives 18.2 kcal/mol. The HOMO-LUMO gap (spin up / spin down) comes out at 7.9 / 6.0 eV.

Here are the Mulliken charges for atoms 1 to 4, given in e: 2.524, -1.589, 0.496, -0.991



(3)
This record from the Open Molecules 2025 dataset describes C2H6N4O2 as an isolated structure at a distorted geometry. The level of theory is the ωB97M-V functional and the def2-TZVPD basis.

Atoms and positions in Å:
C 0.5915 0.3367 -0.2144
C -1.1696 -1.4582 0.2066
H -1.9540 1.6368 0.6419
H 0.1274 2.1634 -0.8289
H 0.8077 -1.3644 0.7946
H -1.2513 -2.4644 0.6202
H -1.9517 -0.1163 -0.9795
H 3.6034 -0.2099 -0.3947
N -0.4237 1.4206 -0.4317
N 0.1483 -0.8145 0.3068
N -2.1342 -0.8904 -0.4519
N 1.8725 0.5641 -0.3892
O -0.9272 1.7638 0.8252
O 2.6609 -0.5675 0.2951

The LUMO energy comes out at 0.579 eV. The spin multiplicity is 1. The calculation puts the HOMO energy at -9.03 eV. For the relative energy (zero: lowest compared OMol25 entry of this formula, charge and spin), the calculation gives 128.6 kcal/mol. The HOMO-LUMO gap comes out at 9.6 eV.

Here are the natural (NBO) charges for atoms 1 to 4, given in e: 0.495, 0.287, 0.481, 0.364



(4)
This record from the Open Molecules 2025 dataset describes one molecule with the formula C18H28N4O4 at a distorted geometry. The level of theory is the ωB97M-V functional and the def2-TZVPD basis.

Atoms and positions in Å:
C -2.9051 -2.2286 -2.6077
N -2.4859 -1.4531 -1.4281
C -3.3634 -1.0893 -0.4471
O -4.5107 -1.5191 -0.4733
C -2.8205 -0.2203 0.7215
C -2.7375 -0.9968 2.0507
C -1.7373 -2.1793 2.2337
C -2.1695 -3.4017 1.4004
C -1.2036 -4.5782 1.5935
N -1.2550 -5.1477 2.9610
N -1.5003 0.4097 0.5174
C -1.2771 1.4126 -0.3533
O -2.1844 1.9926 -0.9340
C 0.1650 1.7567 -0.7134
C 0.4863 3.2420 -0.3422
C 1.8862 3.7331 -0.6864
C 2.3582 3.4818 -1.9719
C 3.6866 3.7517 -2.3272
C 4.5869 4.3016 -1.3763
O 5.8823 4.5715 -1.6863
C 4.1332 4.5722 -0.0940
C 2.7654 4.3293 0.2322
N 1.2528 0.9106 -0.1516
C 1.4850 -0.3766 -0.4496
C 2.7308 -1.0604 0.1045
O 0.6332 -1.0506 -1.0442
H -2.5677 -1.7871 -3.5289
H -3.9945 -2.2981 -2.7267
H -2.4765 -3.2183 -2.5619
H -1.5317 -1.1136 -1.3398
H -3.5653 0.6016 0.8494
H -2.4944 -0.2908 2.8197
H -3.7464 -1.3349 2.2590
H -1.7308 -2.4670 3.2833
H -0.7378 -1.8426 1.9814
H -2.1623 -3.1692 0.3580
H -3.1682 -3.7012 1.6486
H -0.1801 -4.2828 1.3978
H -1.4674 -5.3706 0.9443
H -0.8390 -4.4867 3.5803
H -0.8027 -6.0543 2.9839
H -0.6791 -0.0173 0.9600
H 0.1694 1.6650 -1.7958
H 0.3754 3.3249 0.7508
H -0.2495 3.8388 -0.8187
H 1.7106 3.0682 -2.7209
H 4.0317 3.5398 -3.3520
H 6.0376 4.6428 -2.6259
H 4.7512 5.0403 0.6378
H 2.3923 4.6387 1.2137
H 1.9402 1.4698 0.3375
H 2.9006 -0.6756 1.1130
H 3.5713 -0.7119 -0.5025
H 2.6117 -2.1717 0.1260

The LUMO energy comes out at 0.362 eV. The spin multiplicity is 1. The calculation puts the HOMO energy at -9.03 eV. For the relative energy (zero: lowest compared OMol25 entry of this formula, charge and spin), the calculation gives 19.8 kcal/mol. As for the structure (SMILES): CNC(=O)[C@@H](CCCCN)NC(=O)[C@@H](Cc1ccc(O)cc1)NC(C)=O. The HOMO-LUMO gap comes out at 9.4 eV.

Here are the natural (NBO) charges for atoms 1 to 4, given in e: -0.417, -0.634, 0.673, -0.641



(5)
This record from the Open Molecules 2025 dataset describes C11H15BeCl5N2O7P2S as an isolated structure. The level of theory is the ωB97M-V functional and the def2-TZVPD basis.

Atoms and positions in Å:
Be -0.9640 0.7655 -0.7649
C 2.1229 3.0683 -0.7315
C 1.4010 2.6099 0.5306
O 2.0405 3.1099 1.6972
P 1.3250 0.7712 0.5879
O 2.7668 0.1504 0.6193
O 0.6814 0.3374 1.9494
O 0.5571 0.2771 -0.6354
P -0.4116 3.0460 0.5358
O -0.4097 4.6245 0.3199
O -0.9261 2.6401 1.8735
O -1.0192 2.3688 -0.7038
H 3.1738 2.7757 -0.6862
H 2.0563 4.1532 -0.8087
H 1.6613 2.6228 -1.6135
H 1.4075 3.0968 2.4289
H 2.6859 -0.8292 0.7296
H -0.1415 0.8535 2.1708
H -1.1599 5.0475 0.7790
Cl -2.6675 -0.3420 2.4076
C -3.2938 -0.3676 0.7828
C -2.4485 -0.0706 -0.2659
C -3.0258 -0.1425 -1.5248
Cl -1.8698 0.2411 -2.8028
C -4.3515 -0.4241 -1.7954
Cl -4.9548 -0.4120 -3.4085
C -5.1740 -0.7026 -0.7096
Cl -6.8441 -1.0391 -0.9647
C -4.6371 -0.6966 0.5833
Cl -5.6474 -1.0890 1.9222
C 1.5933 -2.8203 2.0004
N 2.0352 -2.5534 0.6225
C 1.1377 -2.6772 -0.4385
S -0.5075 -2.8112 -0.2777
N 1.7326 -2.6293 -1.6498
C 3.1254 -2.2756 -1.8898
H 2.3844 -2.5077 2.6823
H 1.3643 -3.8732 2.1541
H 0.6954 -2.2468 2.1998
H 2.9471 -2.9348 0.4167
H 1.0798 -2.5374 -2.4062
H 3.8050 -3.0034 -1.4402
H 3.3717 -1.2805 -1.5144
H 3.3023 -2.2936 -2.9613

The LUMO energy comes out at 0.202 eV. The spin multiplicity is 1. The calculation puts the HOMO energy at -8.52 eV. The HOMO-LUMO gap comes out at 8.7 eV.

Here are the natural (NBO) charges for atoms 1 to 4, given in e: 1.626, -0.637, -0.448, -0.707



(6)
This record from the Open Molecules 2025 dataset describes C20H26N4O3Os as an isolated structure at a distorted geometry. The level of theory is the ωB97M-V functional and the def2-TZVPD basis.

Atoms and positions in Å:
N 1.0368 2.2394 -0.9928
C 0.7931 3.3646 -0.9920
C 0.5943 4.7650 -0.8937
H -0.4676 4.9996 -0.9561
H 1.1315 5.2541 -1.7044
H 0.9979 5.0709 0.0715
N 2.8879 -1.7254 -1.7221
C 3.6935 -2.5236 -2.0433
C 4.8859 -3.3580 -1.9188
H 5.6814 -3.0140 -2.5985
H 4.6506 -4.3990 -2.1882
H 5.2627 -3.2907 -0.8730
N -1.8900 -1.8415 -0.8810
C -2.9560 -2.3091 -1.0112
C -4.3002 -2.7548 -0.8895
H -4.3388 -3.5275 -0.1208
H -4.6454 -3.1603 -1.8380
H -4.9423 -1.9237 -0.5957
Os 0.7043 -0.5865 -1.9584
C 0.3025 -2.0619 -0.6670
O 0.4985 -2.8042 0.2194
C 1.6225 0.3021 -0.4337
O 2.3610 0.3416 0.4864
C 1.1487 0.7592 -3.5210
C -0.2456 0.8320 -3.2657
C -1.0066 -0.3482 -3.2813
C -0.3710 -1.5810 -3.5226
C 0.9956 -1.6422 -3.7979
C 1.7521 -0.4600 -3.8091
H 1.7102 1.6505 -3.4553
H -0.6896 1.7453 -2.9499
H -2.0350 -0.3123 -2.9846
H -0.9602 -2.4647 -3.4743
H 1.4611 -2.5875 -3.9493
H 2.8064 -0.4865 -3.9836
O -0.5867 0.2985 0.5561
C -0.9129 0.4037 1.7524
C -0.1203 -0.2633 2.8702
C 0.5480 0.7582 3.8060
C -0.3890 1.2378 4.9228
C -1.5856 2.0406 4.4373
C -2.5456 1.2564 3.5339
N -2.0044 1.1057 2.1527
H -0.7540 -0.9641 3.4495
H 0.6643 -0.8410 2.3710
H 1.4420 0.2830 4.2453
H 0.9263 1.6087 3.2136
H -0.7143 0.3502 5.4831
H 0.2000 1.8518 5.6126
H -2.1545 2.3505 5.3184
H -1.2581 2.9507 3.9153
H -2.7261 0.2537 3.9536
H -3.5257 1.7670 3.4900
H -2.6335 1.3900 1.4115

The LUMO energy (spin up / spin down) comes out at -12.493 / -16.736 eV. The spin multiplicity is 5. The calculation puts the HOMO energy (spin up / spin down) at -21.12 / -22.34 eV. As for the total charge: +4. For the relative energy (zero: lowest compared OMol25 entry of this formula, charge and spin), the calculation gives 0.0 kcal/mol. The HOMO-LUMO gap (spin up / spin down) comes out at 8.6 / 5.6 eV.

Here are the natural (NBO) charges for atoms 1 to 4, given in e: -0.493, 0.548, -0.762, 0.299